# 1
The following is a DFT calculation (ωB97M-V with the def2-TZVPD basis set) of a molecular structure, C47H121N11O14Pb at a distorted geometry.

Structure (ORCA input):
```
! wB97M-V def2-TZVPD RIJCOSX def2/J DEFGRID3
* xyz 0 1
Pb -1.559 1.009 2.226
N 0.105 0.006 -1.028
O -0.254 0.805 -1.914
O 0.776 -1.026 -1.331
O -0.167 0.235 0.162
C -3.962 2.864 6.051
C -3.472 4.167 5.306
C -2.886 5.158 6.360
C -2.056 6.324 5.856
C -1.059 5.853 4.825
C -1.734 5.006 3.657
N -2.449 3.853 4.271
O -2.884 2.884 3.299
C -0.470 4.642 2.893
C -2.590 5.909 2.742
C -4.838 4.813 4.651
H -4.697 3.204 6.780
H -3.215 2.354 6.659
H -4.379 2.127 5.365
H -2.232 4.578 7.010
H -3.688 5.635 6.925
H -1.486 6.775 6.669
H -2.684 7.070 5.368
H -0.364 5.150 5.284
H -0.400 6.690 4.591
H 0.035 5.479 2.411
H -0.718 3.963 2.077
H 0.250 4.107 3.513
H -3.409 6.395 3.273
H -3.047 5.299 1.962
H -2.104 6.715 2.193
H -5.755 4.450 5.115
H -4.890 4.555 3.593
H -4.973 5.892 4.728
C 2.497 3.042 -4.437
C 2.968 1.698 -3.899
C 3.432 1.666 -2.458
O 4.456 2.581 -2.272
C 4.876 2.781 -0.947
N 1.896 0.740 -4.110
H 3.065 3.895 -4.067
H 1.468 3.266 -4.154
H 2.538 3.124 -5.523
H 3.784 1.390 -4.553
H 3.771 0.668 -2.179
H 2.582 1.714 -1.777
H 5.363 1.863 -0.616
H 3.962 2.954 -0.378
H 5.627 3.565 -0.855
H 1.147 0.868 -3.444
H 2.408 -0.082 -3.824
C -5.142 0.886 -0.824
C -3.751 0.991 -0.191
C -3.152 2.447 -0.365
O -1.839 2.689 0.198
C -1.223 3.742 -0.536
N -3.847 0.567 1.187
H -4.899 0.962 -1.883
H -5.916 1.589 -0.517
H -5.539 -0.120 -0.692
H -3.094 0.258 -0.661
H -3.815 3.193 0.073
H -3.245 2.707 -1.419
H -1.073 3.390 -1.557
H -0.270 3.903 -0.033
H -1.807 4.658 -0.621
H -4.421 1.296 1.586
H -4.555 -0.149 1.114
C -3.556 4.641 -3.945
C -2.123 4.056 -4.224
C -1.986 3.259 -5.575
O -2.755 2.022 -5.437
C -2.493 1.209 -6.529
N -1.168 5.113 -4.103
H -3.794 5.295 -4.784
H -3.639 5.284 -3.069
H -4.311 3.856 -3.975
H -1.971 3.251 -3.504
H -0.957 2.949 -5.756
H -2.328 3.795 -6.460
H -2.756 1.693 -7.469
H -3.125 0.321 -6.527
H -1.492 0.779 -6.566
H -0.271 4.650 -4.130
H -1.198 5.680 -4.939
C 2.897 -3.161 -4.157
C 4.350 -2.605 -4.310
C 4.762 -2.563 -5.790
O 6.063 -2.017 -5.899
C 6.521 -1.909 -7.277
N 4.541 -1.270 -3.796
H 2.334 -2.690 -3.351
H 2.931 -4.204 -3.842
H 2.260 -3.012 -5.029
H 5.060 -3.251 -3.794
H 4.032 -2.031 -6.400
H 4.800 -3.598 -6.129
H 6.310 -2.798 -7.871
H 7.562 -1.591 -7.223
H 6.007 -1.080 -7.763
H 4.599 -1.394 -2.795
H 5.449 -0.861 -3.962
C 2.080 -5.317 -0.944
C 2.860 -6.257 -1.831
C 4.396 -6.052 -1.632
O 4.846 -6.326 -0.331
C 6.203 -6.466 -0.170
N 2.512 -7.640 -1.586
H 1.091 -5.754 -0.809
H 1.920 -4.368 -1.456
H 2.407 -5.200 0.089
H 2.689 -6.106 -2.897
H 4.629 -5.015 -1.875
H 4.860 -6.708 -2.368
H 6.549 -7.224 -0.872
H 6.376 -6.814 0.849
H 6.750 -5.564 -0.442
H 3.223 -8.218 -2.010
H 2.552 -7.768 -0.585
C 3.552 -2.636 0.625
C 2.668 -2.885 1.859
C 3.516 -3.554 2.959
O 4.568 -2.631 3.279
C 5.654 -3.285 3.935
N 2.072 -1.638 2.303
H 3.056 -2.134 -0.205
H 3.888 -3.623 0.307
H 4.442 -2.106 0.964
H 1.936 -3.667 1.654
H 3.989 -4.486 2.652
H 2.868 -3.721 3.819
H 6.157 -4.036 3.325
H 5.307 -3.786 4.839
H 6.411 -2.606 4.327
H 2.887 -1.101 2.563
H 1.685 -1.271 1.445
C -1.670 -2.703 0.157
C -2.252 -2.578 1.583
C -2.427 -3.894 2.395
O -3.309 -3.708 3.488
C -3.344 -4.880 4.322
N -1.445 -1.604 2.275
H -0.629 -3.028 0.165
H -1.798 -1.786 -0.417
H -2.046 -3.593 -0.348
H -3.263 -2.171 1.551
H -1.463 -4.228 2.780
H -2.758 -4.759 1.821
H -3.986 -4.662 5.175
H -2.325 -5.212 4.524
H -3.812 -5.750 3.862
H -1.846 -1.782 3.185
H -0.518 -1.993 2.368
C -3.612 -2.038 -2.452
C -2.558 -1.283 -3.266
C -2.375 -1.930 -4.632
O -1.982 -3.287 -4.565
C -0.741 -3.627 -3.991
N -2.928 0.127 -3.325
H -3.973 -1.603 -1.520
H -3.217 -3.028 -2.223
H -4.484 -2.049 -3.105
H -1.641 -1.346 -2.680
H -1.639 -1.413 -5.248
H -3.331 -1.896 -5.156
H -0.013 -2.902 -4.354
H -0.361 -4.621 -4.229
H -0.889 -3.539 -2.915
H -2.213 0.526 -2.733
H -2.785 0.566 -4.223
C -4.473 -0.651 4.183
O -3.124 -0.107 4.185
C -2.448 -0.464 5.377
C -1.256 0.511 5.665
N -0.344 0.539 4.529
C 0.633 1.590 4.819
C 1.762 1.764 3.737
O 1.132 1.882 2.463
C 2.040 2.112 1.454
H -4.899 -0.828 3.195
H -5.108 -0.012 4.796
H -4.393 -1.661 4.587
H -1.946 -1.430 5.326
H -3.010 -0.353 6.305
H -0.767 0.065 6.532
H -1.510 1.565 5.780
H 0.141 -0.346 4.566
H 1.162 1.371 5.747
H 0.177 2.559 5.023
H 2.334 0.839 3.802
H 2.437 2.594 3.946
H 2.928 1.480 1.444
H 2.439 3.127 1.481
H 1.573 1.987 0.477
*
```

Output
HOMO level   -6.024 eV
HOMO-LUMO gap   6.27 eV
Energy   -100993.3961 eV

***

# 2
The following is a DFT calculation (ωB97M-V with the def2-TZVPD basis set) of a molecular structure, C32H29N7O6S2Sn at a distorted geometry.

Structure (ORCA input):
```
! wB97M-V def2-TZVPD RIJCOSX def2/J DEFGRID3
* xyz 0 1
Sn -0.271 -1.100 0.404
O 1.958 3.668 -3.222
C 1.424 2.724 -2.420
C 1.576 2.751 -1.036
C 1.016 1.730 -0.303
N 0.355 0.741 -0.881
C 0.183 0.716 -2.195
C 0.699 1.695 -3.014
C -0.660 -0.423 -2.686
O -1.194 -0.322 -3.782
O -0.773 -1.378 -1.835
C 1.075 1.663 1.196
O 1.640 2.556 1.803
O 0.491 0.617 1.672
H 2.423 4.324 -2.691
H 2.118 3.535 -0.521
H 0.541 1.650 -4.083
C 1.113 -1.674 5.981
C 1.787 -2.762 5.144
N 2.608 -2.239 4.044
C 4.047 -2.051 4.287
C 4.377 -0.677 4.861
C 2.078 -1.813 2.888
S 0.364 -2.034 2.687
N 2.911 -1.229 2.035
C 2.736 -1.035 0.749
O 1.820 -1.529 0.008
C 3.772 -0.206 0.065
C 3.583 0.148 -1.268
C 4.517 0.935 -1.922
C 5.657 1.360 -1.253
C 5.857 1.000 0.075
C 4.920 0.219 0.732
H 0.448 -2.137 6.712
H 0.521 -1.016 5.345
H 1.850 -1.073 6.515
H 1.027 -3.413 4.717
H 2.440 -3.365 5.772
H 4.567 -2.184 3.345
H 4.366 -2.839 4.968
H 3.960 0.103 4.221
H 5.459 -0.546 4.916
H 3.970 -0.555 5.866
H 2.699 -0.205 -1.785
H 4.356 1.217 -2.957
H 6.390 1.971 -1.765
H 6.744 1.331 0.601
H 5.061 -0.069 1.765
S -1.877 -2.994 0.566
C -3.213 -2.246 -0.282
N -4.244 -3.008 -0.534
N -5.279 -2.725 -1.306
C -5.453 -1.977 -2.509
C -4.415 -1.599 -3.354
C -4.709 -1.031 -4.585
C -6.025 -0.826 -4.978
C -7.056 -1.186 -4.124
C -6.772 -1.763 -2.897
N -3.268 -0.901 -0.548
N -2.476 -0.137 0.024
C -2.566 1.247 -0.324
C -3.057 1.676 -1.551
C -3.077 3.032 -1.834
C -2.635 3.953 -0.891
C -2.149 3.515 0.335
C -2.101 2.161 0.616
H -6.053 -3.326 -1.094
H -3.381 -1.767 -3.092
H -3.884 -0.749 -5.227
H -6.245 -0.399 -5.948
H -8.086 -1.029 -4.419
H -7.579 -2.057 -2.232
H -3.377 0.947 -2.281
H -3.446 3.373 -2.794
H -2.663 5.013 -1.114
H -1.803 4.232 1.069
H -1.714 1.792 1.559
*
```

Output
HOMO level   -7.580 eV
HOMO-LUMO gap   6.30 eV
Relative energy (zero: lowest compared OMol25 entry of this formula, charge and spin)   156.3 kJ/mol
Energy   -83873.6340 eV

***

# 3
The following is a DFT calculation (ωB97M-V with the def2-TZVPD basis set) of C2H4FP in the gas phase at a distorted geometry.

Structure (ORCA input):
```
! wB97M-V def2-TZVPD RIJCOSX def2/J DEFGRID3
* xyz 0 1
C -0.356 -0.531 1.448
C 0.125 -0.442 0.184
P -0.226 0.167 -1.986
F 1.172 1.046 -2.063
H 0.491 -0.438 2.196
H -1.384 -0.835 1.828
H 1.254 -0.221 0.111
H -1.077 1.254 -1.718
*
```

Output
HOMO level   -9.424 eV
HOMO-LUMO gap   10.01 eV
Relative energy (zero: lowest compared OMol25 entry of this formula, charge and spin)   164.5 kJ/mol
SMILES   C=CPF
Energy   -14142.6624 eV

***

# 4
The following is a DFT calculation (ωB97M-V with the def2-TZVPD basis set) of C19H24N4O3 in the gas phase.

Structure (ORCA input):
```
! wB97M-V def2-TZVPD RIJCOSX def2/J DEFGRID3
* xyz 0 1
H -7.047 -3.669 1.885
N -7.645 -2.966 2.304
C -7.128 -1.819 2.231
N -7.673 -0.643 2.699
C -6.819 0.407 2.436
C -5.749 -0.100 1.821
C -4.587 0.642 1.301
O -4.631 1.867 1.293
N -3.514 -0.035 0.837
C -3.186 -1.462 0.977
C -1.662 -1.481 0.879
C -1.006 -1.217 2.229
C -1.413 -0.347 -0.133
N -0.067 0.172 -0.190
C 0.948 -0.555 -0.729
O 0.753 -1.643 -1.242
C 2.319 0.086 -0.636
C 3.365 -0.647 -1.474
C 4.646 0.140 -1.558
C 5.663 -0.048 -0.629
C 6.821 0.713 -0.694
C 6.973 1.670 -1.686
C 5.969 1.878 -2.627
C 6.119 2.929 -3.694
C 4.817 1.104 -2.548
C -2.409 0.732 0.280
O -5.918 -1.477 1.678
H -8.566 -0.609 3.154
H -7.028 1.430 2.693
H -3.540 -1.854 1.928
H -3.649 -2.044 0.177
H -1.307 -2.428 0.474
H -1.364 -0.283 2.672
H -1.236 -2.023 2.926
H 0.078 -1.154 2.135
H -1.667 -0.723 -1.127
H 0.150 1.029 0.290
H 2.622 0.107 0.416
H 2.247 1.129 -0.955
H 2.959 -0.811 -2.474
H 3.544 -1.634 -1.048
H 5.551 -0.802 0.141
H 7.612 0.555 0.027
H 7.883 2.256 -1.737
H 5.506 2.699 -4.565
H 5.809 3.907 -3.320
H 7.156 3.016 -4.019
H 4.032 1.246 -3.286
H -1.990 1.403 1.039
H -2.744 1.353 -0.550
*
```

Output
HOMO level   -8.308 eV
HOMO-LUMO gap   8.88 eV
Relative energy (zero: lowest compared OMol25 entry of this formula, charge and spin)   153.1 kJ/mol
SMILES   [H]/N=c1/[nH]cc(C(=O)N2C[C@H](C)[C@H](NC(=O)CCc3cccc(C)c3)C2)o1
Energy   -32196.6287 eV